[1]
Density functional theory data (ωB97M-V with the def2-TZVPD basis set) for a cluster of 9 separate species, C31H58O21 in total in a non-equilibrium geometry.

The geometry in ORCA input format:
```
! wB97M-V def2-TZVPD RIJCOSX def2/J DEFGRID3
* xyz 0 1
C -2.50531 -0.56874 0.51369
O -1.28368 -0.16222 -0.05909
C -0.32670 0.31909 0.72082
O -0.44880 0.45377 1.91847
O 0.76607 0.56398 0.02961
C 1.81780 1.18580 0.75732
H -3.20003 0.27087 0.52516
H -2.44185 -0.91172 1.54922
H -2.94259 -1.37709 -0.06756
H 1.50228 2.05985 1.33152
H 2.62635 1.59643 0.15460
H 2.26185 0.45238 1.43091
C -3.70689 0.56230 -3.25885
O -4.11094 0.85364 -1.92642
C -4.72420 2.01221 -1.74231
O -5.10989 2.75592 -2.60535
O -4.75599 2.23536 -0.43272
C -5.30711 3.42051 0.08161
H -3.38914 1.42039 -3.83969
H -4.50361 0.06016 -3.81629
H -2.96140 -0.22524 -3.18270
H -6.39514 3.39735 0.15655
H -5.01393 4.27902 -0.52682
H -4.91843 3.60513 1.08106
C 4.00881 1.50956 -1.84144
O 3.93832 2.64842 -0.99649
C 5.10989 3.15701 -0.62336
O 6.19818 2.86065 -1.04635
O 4.87061 4.07358 0.30496
C 5.94863 4.83913 0.83163
H 3.01329 1.18409 -2.12773
H 4.55521 0.68292 -1.38548
H 4.58543 1.70313 -2.74799
H 6.79080 4.81127 0.13678
H 6.30790 4.40714 1.76297
H 5.59961 5.86341 0.91227
C 4.20203 -1.96931 -1.91666
O 3.81832 -1.97934 -0.55992
C 2.60565 -2.46302 -0.29447
O 1.89228 -2.99666 -1.10724
O 2.35555 -2.25828 0.96902
C 1.09967 -2.59470 1.49950
H 4.10368 -2.93808 -2.40124
H 5.26336 -1.72505 -1.99229
H 3.72198 -1.16113 -2.46479
H 0.27731 -2.51488 0.78562
H 0.83488 -1.99407 2.36503
H 1.08966 -3.62126 1.87208
C -1.80879 3.70968 1.48586
O -0.85395 4.32479 0.63585
C 0.34477 4.63685 1.06654
O 0.78862 4.38855 2.15898
O 0.99019 5.24522 0.08515
C 2.38025 5.46643 0.30609
H -2.26325 4.40140 2.19270
H -1.36931 2.82303 1.94085
H -2.60692 3.37546 0.82575
H 2.64970 6.32095 -0.31415
H 2.97232 4.58759 0.07049
H 2.58857 5.83520 1.31108
C -1.52571 -3.39938 -2.17179
C -3.00318 -3.81591 -2.01773
C -3.19754 -4.95882 -3.01118
O -1.97325 -5.06477 -3.73825
C -0.95111 -4.62854 -2.86570
H -0.91015 -3.15613 -1.30744
H -1.57316 -2.57476 -2.88268
H -3.60248 -2.92393 -2.22412
H -3.36724 -4.09908 -1.02805
H -4.01994 -4.79890 -3.70838
H -3.42708 -5.90055 -2.50088
H -0.06173 -4.37016 -3.43946
H -0.67121 -5.37215 -2.10886
C 0.60560 -0.89012 -3.63604
C -0.22686 0.38271 -3.54995
C 0.74831 1.55229 -3.68024
O 2.04349 0.98933 -3.92316
C 1.91785 -0.37458 -4.29058
H 0.16420 -1.56708 -4.36586
H 0.83542 -1.36750 -2.68752
H -0.84014 0.40744 -2.64943
H -0.95346 0.41576 -4.36520
H 0.87464 2.13313 -2.76241
H 0.52478 2.27291 -4.47081
H 2.82702 -0.92615 -4.06840
H 1.79743 -0.43830 -5.38061
O -1.05997 -3.19314 4.36626
C -1.93570 -3.40331 3.56639
O -3.09260 -2.72572 3.65453
C -4.10130 -3.42330 2.93100
C -3.36630 -4.25611 1.88542
C -1.99449 -4.52734 2.56210
H -4.84931 -2.75158 2.50454
H -4.71053 -4.04141 3.59973
H -3.29152 -3.70676 0.95301
H -3.92316 -5.18258 1.74759
H -1.24304 -4.42948 1.78469
H -1.98038 -5.43966 3.15261
O 3.87347 -0.20065 5.28055
C 2.77821 0.19165 4.98561
O 2.54118 1.46935 4.67063
C 1.12781 1.73904 4.67033
C 0.45036 0.53473 5.36320
C 1.46164 -0.55661 5.00312
H 0.85232 1.88214 3.62505
H 0.92215 2.68664 5.16692
H -0.55353 0.48145 4.95016
H 0.41737 0.68337 6.44223
H 1.25918 -0.75623 3.94256
H 1.45168 -1.50011 5.53419
*
```

Properties
LUMO energy ... 0.29 eV
Total energy ... -76083.75461 eV
Relative energy (zero: lowest compared OMol25 entry of this formula, charge and spin) ... 0.0 kJ/mol
HOMO-LUMO gap ... 9.949 eV
SMILES ... COC(=O)OC.COC(=O)OC.COC(=O)OC.COC(=O)OC.COC(=O)OC.O=C1CCCO1.O=C1CCCO1.C1CCOC1.C1CCOC1
Largest force on an atom ... 2.0 eV/A

Results of the Mulliken charge analysis, in e, for atoms 1 through 8: -0.457 0.231 -0.006 -0.653 0.603 0.684 0.113 0.231


[2]
Density functional theory data (ωB97M-V with the def2-TZVPD basis set) for a structure of composition C31H59N13PS2Si2Yb in a non-equilibrium geometry.

The geometry in ORCA input format:
```
! wB97M-V def2-TZVPD RIJCOSX def2/J DEFGRID3
* xyz 2 2
Yb 1.11975 -1.20487 -0.47402
C -0.26699 -4.70755 3.68138
C -0.25531 -4.87698 2.19489
N -1.11388 -5.62080 1.57208
N -0.90754 -5.32751 0.24227
C -0.05533 -4.37622 0.00964
S 0.50799 -3.84741 -1.46589
N 0.38393 -4.05379 1.28399
N 1.38321 -3.06662 1.43899
H -0.74519 -5.58064 4.13504
H -0.81166 -3.83762 4.00210
H 0.71113 -4.66143 4.07737
H -1.45989 -5.70165 -0.45891
H 2.19855 -3.47720 1.84074
H 1.01982 -2.27421 2.01110
C -1.55794 -1.07172 -2.77251
Si -2.22761 -1.11559 -1.03746
C -3.24403 -2.71212 -0.96418
C -3.25570 0.48689 -0.85756
N -0.94342 -1.12929 0.09772
C -1.22794 -0.88758 1.43037
C -2.44869 -1.10814 2.01860
C -2.65528 -0.74304 3.34309
C -1.64035 -0.23004 4.09654
C -0.40317 -0.07026 3.50279
C -0.15411 -0.40407 2.20286
N 1.10068 -0.25876 1.53813
Si 2.54401 0.18707 2.30404
C 3.82216 -0.18223 1.01253
C 3.09920 -0.90542 3.75953
C 2.47814 1.98184 2.95328
H -2.42543 -0.98524 -3.44145
H -1.07025 -1.99572 -3.07147
H -0.91404 -0.23317 -2.97246
H -2.45509 -3.46893 -1.09033
H -4.01513 -2.91061 -1.71433
H -3.75572 -2.90171 -0.01303
H -4.09970 0.47531 -1.60014
H -2.68344 1.40539 -1.04045
H -3.71345 0.59899 0.12230
H -3.20860 -1.61538 1.51570
H -3.56926 -1.04175 3.86898
H -1.75612 -0.09519 5.15605
H 0.48517 0.29077 4.07077
H 3.75795 -1.19819 0.64585
H 4.83860 -0.07206 1.43097
H 3.75589 0.45216 0.14193
H 3.43392 -1.89336 3.34312
H 2.26948 -1.04423 4.40809
H 3.88186 -0.36668 4.35838
H 2.68310 1.94852 4.02103
H 1.56063 2.47779 2.70145
H 3.25206 2.51218 2.38604
C 6.39801 -4.30268 -1.31386
C 4.93587 -4.56408 -1.10023
N 4.11190 -3.33907 -1.44556
C 3.46636 -2.93727 -2.53054
S 2.98065 -1.26164 -2.49111
N 3.21790 -3.67836 -3.61641
C 3.43990 -5.14745 -3.95017
C 2.83957 -5.37160 -5.32799
H 6.90894 -5.15637 -0.83764
H 6.64294 -3.39407 -0.75500
H 6.65520 -4.22155 -2.34042
H 4.75142 -4.84559 -0.04893
H 4.58851 -5.40383 -1.67593
H 4.35577 -2.55014 -0.79460
H 2.78475 -3.07568 -4.32763
H 2.84372 -5.67224 -3.19722
H 4.47148 -5.52167 -3.84096
H 1.75299 -5.08052 -5.31586
H 2.90717 -6.44727 -5.63527
H 3.35404 -4.88142 -6.14221
C -5.18585 4.72111 0.85590
N -3.74265 4.57302 1.55741
C -3.29218 5.91473 1.98477
N -3.37060 6.90448 0.88356
C -4.70820 6.95185 0.27410
N -5.12097 5.64806 -0.22142
C -4.41722 5.15120 -1.36584
P -2.63976 4.91969 -1.03186
C -2.84521 3.92854 0.51146
C -2.37493 6.52917 -0.06309
H -5.81662 5.02295 1.71886
H -5.40297 3.69407 0.50628
H -3.85705 3.95083 2.39726
H -2.22630 5.90846 2.39483
H -3.93844 6.18653 2.81844
H -4.73434 7.62412 -0.56145
H -5.52769 7.21085 0.95391
H -4.56279 5.80175 -2.22071
H -4.85139 4.18969 -1.68612
H -1.92651 3.77296 1.04030
H -3.25089 2.93227 0.32693
H -2.28282 7.30545 -0.82992
H -1.36241 6.45882 0.32040
N 0.69290 5.24588 -2.29149
C 0.82563 3.93011 -1.98405
C 0.88865 2.90271 -3.02220
C 1.19678 1.62221 -2.65779
N 1.33436 1.19740 -1.37991
C 1.04448 2.14392 -0.45471
C 0.77385 3.50022 -0.66365
H 1.08743 5.59560 -3.13398
H 0.74647 5.91893 -1.56118
H 0.90453 3.20691 -4.05786
H 1.38188 0.79575 -3.39894
H 1.11236 1.76721 0.58922
H 0.79440 4.16319 0.19452
*
```

Properties
⟨S²⟩ ... 0.751
LUMO energy (spin up / spin down) ... -4.18 / -4.18 eV
Total energy ... -130711.85034 eV
HOMO-LUMO gap (spin up / spin down) ... 6.869 / 6.884 eV
Largest force on an atom ... 2.7 eV/A

Results of the Mulliken charge analysis, in e, for atoms 1 through 8: -0.664 -1.272 0.966 -0.894 0.468 -0.184 -0.150 0.533


[3]
Density functional theory data (ωB97M-V with the def2-TZVPD basis set) for a structure of composition C31H60BLiNNa3O12PS in a non-equilibrium geometry.

The geometry in ORCA input format:
```
! wB97M-V def2-TZVPD RIJCOSX def2/J DEFGRID3
* xyz 1 1
C 0.96624 1.80371 3.32873
N 0.65951 1.97192 1.92177
C 1.73568 1.43617 1.04446
B 1.17846 0.06893 0.23085
P 0.12975 0.68568 -1.33368
O -1.21585 1.47867 -0.75898
O 1.06852 1.88180 -2.04644
O 0.10902 -0.51547 1.07844
C 0.65525 -1.70119 1.60448
C -0.31569 -2.78169 1.18571
C -1.72691 -2.62375 1.87475
C -1.71490 -2.28861 3.35213
C -3.07807 -1.69760 3.79903
C -2.94047 -0.27464 4.38127
C -3.92220 0.77372 3.80716
C -3.27739 1.69455 2.76348
C -4.18414 2.05812 1.59509
O -4.90537 0.94152 1.08228
C -4.12926 0.19314 0.20484
C 2.11193 -1.81069 1.07886
O 3.04445 -1.15338 1.96909
C 2.65313 -3.22978 0.87056
C 2.33431 -4.11054 2.05238
C 2.58058 -3.65941 3.33451
C 2.25290 -4.44645 4.44199
C 1.66840 -5.69417 4.27366
C 1.29792 -6.50123 5.47660
C 1.45273 -6.13738 2.98184
C 1.77244 -5.36101 1.90093
O 2.11134 -1.00723 -0.06480
H 1.98626 2.07946 3.60508
H 0.25148 2.35550 3.92637
H 0.79920 0.75458 3.58357
H 0.58988 2.96672 1.76140
H 1.96575 2.26932 0.36446
H 2.59936 1.23974 1.68044
H -1.24721 2.39271 -1.06103
H 1.91658 1.72310 -1.63857
H 0.75738 -1.71959 2.68974
H 0.04521 -3.78949 1.30188
H -0.42040 -2.64591 0.09012
H -2.22399 -3.58174 1.76626
H -2.35434 -1.88992 1.38961
H -0.96972 -1.54917 3.61808
H -1.48972 -3.17726 3.93122
H -3.75580 -1.64023 2.95386
H -3.46798 -2.33498 4.58047
H -1.94395 0.12517 4.21081
H -3.09344 -0.30892 5.45343
H -4.80260 0.27040 3.42922
H -4.21093 1.39784 4.64603
H -2.96482 2.62942 3.21461
H -2.38012 1.22070 2.36580
H -4.92638 2.78387 1.90109
H -3.62312 2.51006 0.77876
H -4.10618 0.58000 -0.81190
H -3.12410 0.12436 0.63942
H -4.54108 -0.81828 0.18050
H 3.75332 -0.85772 1.39228
H 2.31197 -3.66899 -0.05666
H 3.73511 -3.16148 0.84557
H 3.02614 -2.68297 3.45873
H 2.41983 -4.10972 5.46639
H 0.63756 -7.32405 5.24889
H 0.75278 -5.86020 6.16295
H 2.17529 -6.82846 6.01844
H 0.99489 -7.10179 2.85388
H 1.56151 -5.73106 0.91180
Na 3.58712 2.74752 -1.29047
C 3.44922 4.73603 -3.89932
C 2.41282 4.56461 -4.97734
C 2.99601 4.61664 -6.38475
C 3.76521 5.89589 -6.72936
C 3.00402 7.19659 -6.58118
C 1.77156 7.31971 -7.48437
H 3.91333 5.71726 -3.97744
H 3.04236 4.68682 -2.87751
H 4.24661 3.99057 -3.94888
H 1.67386 5.37393 -4.80615
H 1.87031 3.61795 -4.87523
H 2.18285 4.44742 -7.10094
H 3.68622 3.78100 -6.51246
H 4.11648 5.80731 -7.76132
H 4.66264 5.96207 -6.10685
H 3.68200 8.02062 -6.79772
H 2.72434 7.31882 -5.52714
H 2.05112 7.23783 -8.53327
H 1.28079 8.28951 -7.35038
H 1.02938 6.54004 -7.27497
Li 1.07014 7.25191 -4.48520
O 5.13950 5.37153 -1.80855
S 5.21024 6.77386 -2.39499
O 3.78898 7.28428 -2.55440
O 5.84473 6.68689 -3.72466
O 5.94500 7.64037 -1.47799
O -1.98779 -5.34312 -0.25918
C -3.07454 -5.09186 -0.71263
O -4.15705 -5.62724 -0.14302
C -5.50187 -5.25380 -0.48424
C -6.01678 -6.02121 -1.68200
C -3.21912 -4.23382 -1.95408
H -5.57787 -4.17342 -0.62048
H -6.09362 -5.49845 0.39457
H -5.43185 -5.81205 -2.57789
H -7.05529 -5.76060 -1.88213
H -5.95162 -7.09243 -1.49731
H -3.08624 -4.84388 -2.84478
H -2.41705 -3.50097 -1.91146
H -4.16818 -3.70604 -2.02061
Na 2.64115 -2.18134 5.25118
Na -2.05505 -1.37144 -0.09712
*
```

Properties
LUMO energy ... -4.30 eV
Total energy ... -93427.57389 eV
HOMO-LUMO gap ... 2.468 eV
Largest force on an atom ... 3.1 eV/A

Results of the Mulliken charge analysis, in e, for atoms 1 through 8: -0.783 -0.291 -1.028 1.609 -0.676 -0.164 -0.271 0.541


[4]
Density functional theory data (ωB97M-V with the def2-TZVPD basis set) for a structure of composition C31H61BrCeN7O3Si3.

The geometry in ORCA input format:
```
! wB97M-V def2-TZVPD RIJCOSX def2/J DEFGRID3
* xyz 2 2
Ce 0.32520 0.05134 0.54448
C -3.42056 0.37646 0.19654
C -2.91439 1.15525 1.38754
N -1.65696 1.85587 1.06218
C -1.82782 2.92166 0.06734
C -1.47736 2.51331 -1.33987
C -1.84215 3.33825 -2.39279
C -1.48213 2.98121 -3.67702
C -0.82061 1.77851 -3.87497
C -0.51099 0.99838 -2.77829
C 0.15924 -0.33784 -2.96361
N -0.21972 -1.30820 -1.92565
C -1.54751 -1.90958 -2.14103
C -2.67661 -1.04832 -1.62201
N -2.43213 -0.61512 -0.24255
N -0.79791 1.37813 -1.52183
H -3.59196 1.06359 -0.63425
H -4.38946 -0.07224 0.43075
H -2.71214 0.48602 2.22676
H -3.68651 1.86338 1.70187
H -1.32345 2.28860 1.91769
H -1.19049 3.75822 0.34234
H -2.85417 3.30013 0.07851
H -2.39581 4.24964 -2.19978
H -1.73043 3.61713 -4.51751
H -0.56487 1.43871 -4.87048
H 1.24072 -0.20116 -2.91451
H -0.07248 -0.70828 -3.96555
H 0.45559 -2.05761 -1.99015
H -1.55998 -2.87052 -1.63211
H -1.71873 -2.10448 -3.20403
H -3.61710 -1.59853 -1.71711
H -2.77484 -0.15400 -2.23697
H -2.51369 -1.42433 0.36399
O 0.91029 -7.17792 0.16412
C 0.57260 -5.89085 0.24550
C -0.70658 -5.42818 0.55261
C -0.91309 -4.06855 0.62591
N 0.03682 -3.14320 0.41167
C 1.22075 -3.63411 0.07956
Br 2.52410 -2.33263 -0.40113
C 1.57158 -4.95683 -0.01149
H 0.15891 -7.76249 0.32284
H -1.52416 -6.11674 0.73041
H -1.90140 -3.70364 0.86751
H 2.56828 -5.27972 -0.27774
C 2.81951 1.65551 -2.36249
O 2.26815 1.50808 -1.04938
Si 2.42244 2.78270 0.08956
C 1.51993 4.16870 -0.77981
C 4.13041 3.53083 0.25537
C 1.89613 1.80710 1.57977
Si 1.18557 2.88463 2.95495
C 0.43355 4.50343 2.32075
C 2.37500 3.44137 4.27930
C -0.26891 2.09575 3.91699
Si 3.41987 0.74466 2.02230
C 4.53672 0.36855 0.54354
C 2.97491 -1.01200 2.62418
C 4.57988 1.38411 3.33673
H 3.72541 2.26461 -2.34120
H 2.10350 2.12543 -3.04180
H 3.09728 0.67560 -2.75192
H 2.12142 4.38538 -1.67098
H 1.49072 5.09057 -0.19668
H 0.51079 3.93147 -1.11986
H 4.01763 4.61376 0.36866
H 4.76079 3.36784 -0.62509
H 4.67946 3.16138 1.12180
H 0.29581 4.56073 1.24641
H 1.09725 5.33340 2.58981
H -0.53042 4.70260 2.79852
H 3.22494 3.98232 3.84968
H 2.77077 2.62146 4.88247
H 1.84938 4.12742 4.95290
H -0.58592 1.11383 3.56558
H -1.13953 2.76221 3.90764
H 0.00891 1.98723 4.96924
H 3.99246 0.07065 -0.35456
H 5.20850 -0.44931 0.82476
H 5.16152 1.22033 0.26660
H 1.93191 -1.32192 2.53890
H 3.24407 -1.10776 3.67704
H 3.58904 -1.72809 2.07950
H 4.80715 2.44706 3.23056
H 5.52036 0.82999 3.25268
H 4.19165 1.22821 4.34563
C 1.28560 -0.78853 5.11000
N 0.07396 -1.58537 4.98100
C -0.08643 -2.60003 6.01914
C -0.80116 -1.42434 3.96521
O -0.45000 -1.02375 2.82040
N -2.10501 -1.70735 4.22601
C -3.04770 -1.91108 3.14652
C -2.71760 -1.58402 5.54885
H 1.20610 -0.14004 5.98506
H 1.44036 -0.18301 4.22686
H 2.14307 -1.44428 5.25064
H 0.82401 -3.19808 6.05382
H -0.91552 -3.26207 5.79235
H -0.23602 -2.15495 7.00390
H -2.49610 -1.98176 2.22130
H -3.75914 -1.08265 3.08475
H -3.61387 -2.82975 3.30991
H -2.04162 -1.09418 6.24177
H -3.01600 -2.55110 5.95510
H -3.61075 -0.96453 5.45726
*
```

Properties
⟨S²⟩ ... 0.751
LUMO energy (spin up / spin down) ... -4.40 / -4.39 eV
Total energy ... -156309.00617 eV
Relative energy (zero: lowest compared OMol25 entry of this formula, charge and spin) ... 17.3 kJ/mol
HOMO-LUMO gap (spin up / spin down) ... 8.369 / 8.362 eV
Largest force on an atom ... 0.8 eV/A

Results of the Mulliken charge analysis, in e, for atoms 1 through 8: -0.930 -1.098 -0.511 0.507 -1.531 -0.402 -0.639 -1.200